# 1
DFT (wB97M-V/def2-TZVPD) results for a single C5H8N2 molecule at a distorted geometry.

Each line ends with the natural charge from an NBO analysis.
Atoms and positions in Å:
N: 0.095304 2.858348 -0.009767  -0.31
N: -1.425151 0.173217 0.022493  -0.36
C: 0.997358 0.496956 0.243479  -0.37
C: -2.594916 -0.629126 -0.259974  -0.44
C: 0.680361 1.861822 -0.100788  0.23
C: 2.296050 -0.277941 0.037178  -0.60
C: -0.278467 -0.352170 0.009540  0.11
H: 2.361042 -0.898052 -0.863402  0.22
H: -0.134514 -1.421607 -0.252006  0.16
H: 3.132759 0.418086 0.050961  0.23
H: 1.242182 1.174270 1.205654  0.31
H: -3.252031 -0.604377 0.617174  0.21
H: -3.150156 -0.169200 -1.085150  0.21
H: 2.408462 -0.951665 0.900215  0.22
H: -2.378284 -1.678561 -0.515600  0.17

Cartesian forces (eV/Å) of the 3 atoms listed first:
N 0.764 -0.214 -0.534
N 0.495 -0.234 0.081
C 0.321 0.785 1.470

- Energy: -304.7338 a.u.
- Energy relative to the best compared isomer or geometry (same formula, charge and spin): 266.9 kJ/mol
- Max |F|: 3.20 eV Å⁻¹
- HOMO-LUMO gap: 10.8 eV

# 2
DFT (wB97M-V/def2-TZVPD) results for a single C5H8N2 molecule.

Each line ends with the natural charge from an NBO analysis.
Atoms and positions in Å:
N: -0.045987 -0.044510 -0.232503  -0.47
N: -1.468645 -0.870907 1.356103  -0.48
C: -2.393961 0.133666 0.665151  -0.02
C: 1.229014 0.014031 -0.897650  -0.23
C: 1.973578 1.283417 -0.488168  -0.61
C: -0.307678 -0.991721 0.565157  0.25
C: -2.825121 -1.056037 0.810634  -0.06
H: -3.594137 -1.801998 0.881049  0.23
H: 1.348313 2.167523 -0.654942  0.21
H: -2.306191 1.158605 0.346450  0.26
H: 2.894822 1.394646 -1.069733  0.21
H: 2.235244 1.255898 0.575840  0.21
H: 1.026635 0.041804 -1.974770  0.19
H: 1.851391 -0.872347 -0.690146  0.16
H: 0.382723 -1.812071 0.807527  0.16

Cartesian forces (eV/Å) of the 3 atoms listed first:
N 0.047 -0.407 0.149
N 0.137 0.664 0.173
C -0.009 -0.303 0.278

- Energy: -304.6741 a.u.
- Energy relative to the best compared isomer or geometry (same formula, charge and spin): 423.7 kJ/mol
- Max |F|: 0.70 eV Å⁻¹
- HOMO-LUMO gap: 9.5 eV

# 3
DFT (wB97M-V/def2-TZVPD) results for a single C5H8N2 molecule at a distorted geometry.

Each line ends with the natural charge from an NBO analysis.
Atoms and positions in Å:
N: -2.751417 -1.152315 -0.086037  -0.58
N: 0.684597 -1.592942 1.038045  -0.66
C: 0.125836 1.174643 -0.297059  -0.33
C: -0.473507 -0.331097 -0.991768  -0.34
C: -0.124671 -1.025336 0.253835  0.27
C: 1.580667 1.215059 0.098565  -0.64
C: -1.520928 -0.980352 -0.282669  0.22
H: -2.964927 -1.599204 0.807696  0.35
H: -0.535212 1.552705 0.481761  0.22
H: 1.924599 2.250328 0.123275  0.22
H: -0.099241 -0.401403 -2.003051  0.24
H: 1.712850 0.823598 1.105872  0.23
H: 2.198266 0.660418 -0.606752  0.22
H: -0.042615 1.798064 -1.173444  0.22
H: 0.285702 -2.392168 1.531731  0.36

Cartesian forces (eV/Å) of the 3 atoms listed first:
N -0.297 0.012 -0.891
N 0.974 -0.157 -1.135
C -1.814 0.132 -2.037

- Energy: -304.6653 a.u.
- Energy relative to the best compared isomer or geometry (same formula, charge and spin): 446.8 kJ/mol
- Max |F|: 4.86 eV Å⁻¹
- HOMO-LUMO gap: 8.4 eV

# 4
DFT (wB97M-V/def2-TZVPD) results for a single C5H8N2 molecule.

Each line ends with the natural charge from an NBO analysis.
Atoms and positions in Å:
N: -1.294194 1.423846 -0.566290  -0.84
N: -0.114774 -0.540567 0.178254  -0.34
C: 1.235020 1.138596 -0.385520  -0.35
C: -1.309061 -1.331917 0.374929  -0.40
C: 1.173185 -0.988021 0.342668  -0.08
C: 2.031081 0.022765 -0.004988  -0.29
C: -0.082122 0.758556 -0.266676  0.29
H: 1.584565 2.113907 -0.698263  0.22
H: -1.174428 -1.982918 1.242301  0.21
H: -1.133366 2.150216 -1.253678  0.38
H: -1.534576 -1.944305 -0.504092  0.20
H: -1.698703 1.864951 0.254303  0.37
H: 3.111192 -0.021965 0.028532  0.22
H: -2.156568 -0.671542 0.558777  0.22
H: 1.362752 -1.991601 0.699736  0.21

Cartesian forces (eV/Å) of the 3 atoms listed first:
N 0.051 0.182 0.047
N 0.049 0.166 -0.034
C -0.062 0.037 -0.017

- Energy: -304.8223 a.u.
- Energy relative to the best compared isomer or geometry (same formula, charge and spin): 34.6 kJ/mol
- Max |F|: 0.21 eV Å⁻¹
- HOMO-LUMO gap: 8.7 eV

# 5
DFT (wB97M-V/def2-TZVPD) results for a single C5H8N2 molecule at a distorted geometry.

Each line ends with the natural charge from an NBO analysis.
Atoms and positions in Å:
N: 2.782849 0.357426 -0.456815  -0.27
N: 0.705324 -1.705173 0.282704  -0.64
C: 1.270156 0.489561 -0.278371  -0.23
C: 0.336180 -0.632582 -0.291507  0.28
C: -1.733857 0.386775 0.410214  -0.60
C: 2.361833 0.566870 0.697303  0.09
C: -1.056232 -0.255812 -0.818505  -0.46
H: 0.007419 -2.458597 0.390306  0.34
H: -1.653599 -0.269811 1.354489  0.23
H: -1.802157 -1.087357 -1.150392  0.21
H: 0.917874 1.411177 -0.776725  0.19
H: -1.017736 0.372123 -1.661529  0.21
H: -2.700339 0.809675 -0.040060  0.22
H: -1.123435 1.204359 0.570788  0.20
H: 2.705723 0.811361 1.768103  0.23

Cartesian forces (eV/Å) of the 3 atoms listed first:
N 0.089 -0.630 0.635
N -0.224 -0.272 0.359
C 0.530 1.844 -0.415

- Energy: -304.7095 a.u.
- Energy relative to the best compared isomer or geometry (same formula, charge and spin): 330.8 kJ/mol
- Max |F|: 3.68 eV Å⁻¹
- HOMO-LUMO gap: 10.6 eV

# 6
DFT (wB97M-V/def2-TZVPD) results for a single C5H8N2 molecule.

Each line ends with the natural charge from an NBO analysis.
Atoms and positions in Å:
N: 3.312866 -0.194461 0.027508  -0.82
N: 1.292541 0.727041 -0.153093  -0.62
C: 2.014579 -0.405313 -0.246265  0.18
C: -2.595452 -0.099683 0.181294  -0.60
C: -0.879572 -0.294917 0.042629  0.08
C: -1.441373 -1.413438 0.504132  -0.29
C: -0.120575 0.753689 -0.260604  -0.18
H: -0.554961 1.667933 -0.650350  0.21
H: 3.727303 0.696744 0.300485  0.35
H: -3.340904 -0.870949 -0.028149  0.28
H: 3.948055 -0.973094 -0.021474  0.39
H: 1.710249 1.616964 0.126310  0.36
H: -2.642500 0.573152 -0.689159  0.23
H: -2.831578 0.418597 1.107415  0.24
H: -1.598681 -2.202264 -0.240676  0.20

Cartesian forces (eV/Å) of the 3 atoms listed first:
N 0.006 -0.156 -0.019
N 0.063 -0.262 0.034
C 0.155 0.496 0.099

- Energy: -304.6146 a.u.
- Energy relative to the best compared isomer or geometry (same formula, charge and spin): 580.0 kJ/mol
- Max |F|: 0.53 eV Å⁻¹
- HOMO-LUMO gap: 8.3 eV

# 7
DFT (wB97M-V/def2-TZVPD) results for a single C5H8N2 molecule at a distorted geometry.

Each line ends with the natural charge from an NBO analysis.
Atoms and positions in Å:
N: 0.995103 1.390983 -0.461291  -0.62
N: 2.533430 -0.903060 0.497636  -0.84
C: 0.210026 -0.816372 -0.032521  -0.25
C: -0.850316 0.092135 -0.114340  -0.18
C: -0.345767 1.327077 -0.437877  0.03
C: -2.291066 -0.207324 0.113115  -0.61
C: 1.477936 -0.339922 -0.195607  0.26
H: -2.809852 0.691582 0.463437  0.21
H: 0.117332 -1.893911 0.062981  0.22
H: -1.004871 2.162226 -0.706096  0.20
H: 2.507404 -0.931106 1.510163  0.38
H: 3.365936 -1.322480 0.105107  0.39
H: -2.788173 -0.559531 -0.795347  0.21
H: 1.289263 2.281944 -0.896806  0.40
H: -2.406378 -0.972244 0.887449  0.21

Cartesian forces (eV/Å) of the 3 atoms listed first:
N 0.255 -0.936 0.441
N 0.124 0.832 -0.270
C -0.001 -0.009 -0.239

- Energy: -304.7436 a.u.
- Energy relative to the best compared isomer or geometry (same formula, charge and spin): 241.2 kJ/mol
- Max |F|: 1.54 eV Å⁻¹
- HOMO-LUMO gap: 8.4 eV

# 8
DFT (wB97M-V/def2-TZVPD) results for a single C5H8N2 molecule at a distorted geometry.

Each line ends with the natural charge from an NBO analysis.
Atoms and positions in Å:
N: -0.127585 0.752635 0.037508  -0.37
N: -1.105375 -1.011163 3.007855  -0.31
C: 1.875424 -0.731916 0.081092  -0.62
C: 0.439093 -0.516571 -0.361089  -0.04
C: -0.808819 -0.435747 0.480391  -0.20
C: -0.937893 -0.739026 1.894114  0.27
C: -0.973669 1.474311 -0.890447  -0.41
H: -1.745808 -0.527963 -0.125977  0.22
H: 2.152954 -1.788506 0.128239  0.22
H: -1.456579 2.295775 -0.346409  0.21
H: 2.542696 -0.248112 -0.648175  0.22
H: 0.212685 -0.907407 -1.358482  0.20
H: -0.353147 1.887207 -1.697288  0.21
H: -1.791949 0.759451 -1.228219  0.16
H: 2.063378 -0.265505 1.052471  0.23

Cartesian forces (eV/Å) of the 3 atoms listed first:
N -0.021 0.236 0.091
N 0.267 0.321 -1.237
C -0.149 -0.071 0.096

- Energy: -304.7623 a.u.
- Energy relative to the best compared isomer or geometry (same formula, charge and spin): 192.1 kJ/mol
- Max |F|: 1.54 eV Å⁻¹
- HOMO-LUMO gap: 11.0 eV

- Look up the HOMO-LUMO gap of the third one.
  8.4 eV